(1)
# C29H36CsN4O9S

C29H36CsN4O9S as an isolated structure at a distorted geometry (ωB97M-V with the def2-TZVPD basis set, the Open Molecules 2025 dataset).

Computed properties:
HOMO level	-4.74	eV
energy above the lowest of the compared OMol25 structures with the same formula, charge and spin	0.439	eV
DFT total energy	-2441.2223	a.u.
HOMO-LUMO gap	6.8	eV
total charge	-1
LUMO energy	0.0740	Eh

```
80
Properties=species:S:1:pos:R:3:forces:R:3:mulliken_charge:R:1
Cs -0.352084 0.198715 -0.972138 0.392 -0.317 2.542 1.06
C -0.782741 -0.063122 2.757787 0.042 -0.068 0.081 0.27
C 0.602677 -0.631350 3.060080 -0.057 0.067 0.016 -0.98
O 1.213049 -0.982227 1.842773 0.021 0.124 0.005 0.24
C 2.417328 -1.678012 2.004643 0.050 -0.038 -0.078 -0.78
C 2.946166 -2.048547 0.623364 0.074 0.067 0.038 -0.54
O 1.975476 -2.532268 -0.276893 -0.039 -0.006 0.005 -0.04
C 1.432461 -3.802362 -0.007437 -0.077 -0.044 0.023 -0.99
C 0.187648 -3.785941 0.868923 0.087 -0.005 -0.100 -0.06
O -0.834536 -3.094196 0.195458 0.083 0.007 -0.009 -0.16
C -2.029623 -2.956867 0.937352 -0.079 0.017 0.042 -0.40
C -1.890352 -2.087865 2.177603 -0.085 -0.054 -0.095 -0.65
O -1.472270 -0.808568 1.777348 -0.112 -0.072 0.061 0.13
H -0.700202 0.945874 2.355429 0.049 -0.050 -0.035 -0.67
H -1.363419 -0.025071 3.691304 0.045 0.060 0.018 0.36
H 0.556018 -1.520062 3.712911 -0.034 0.040 -0.031 0.42
H 1.189931 0.134378 3.587689 -0.033 -0.027 0.012 0.43
H 2.253462 -2.572257 2.630939 0.012 0.023 -0.045 0.38
H 3.173154 -1.058538 2.510086 0.003 -0.020 -0.009 0.39
H 3.758338 -2.783841 0.744040 -0.023 0.044 0.018 0.48
H 3.360210 -1.156080 0.151294 -0.035 -0.029 0.047 0.14
H 2.188132 -4.454867 0.456953 -0.037 0.011 0.008 0.43
H 1.164731 -4.225908 -0.979119 -0.016 0.012 0.034 0.35
H 0.409419 -3.320376 1.831098 0.016 0.003 0.000 0.11
H -0.121116 -4.828470 1.061192 0.030 0.023 -0.024 0.31
H -2.407214 -3.948263 1.235241 -0.002 0.027 0.026 0.38
H -2.751253 -2.497375 0.259235 0.006 0.014 0.036 -0.03
H -1.189908 -2.529794 2.894186 0.014 -0.009 -0.007 0.34
H -2.870436 -2.035622 2.677264 0.025 -0.013 -0.028 0.39
O 4.133899 1.197946 0.143272 -0.940 0.218 -0.245 -0.76
C 4.280770 1.842027 1.314222 -0.066 0.135 0.162 0.28
C 5.515551 1.748938 1.964110 -0.075 0.000 -0.082 -0.71
C 5.722343 2.388933 3.170136 0.046 -0.012 0.022 -0.33
C 4.704302 3.133945 3.754598 0.038 0.017 0.044 -0.73
C 3.479108 3.217838 3.118914 -0.056 0.016 0.001 -0.34
C 3.235317 2.584775 1.902117 0.099 -0.087 0.018 0.23
C 1.863992 2.614314 1.289103 0.376 -0.259 -0.093 0.55
O 1.669315 1.992012 0.201022 0.741 -0.141 -0.112 -0.70
N 0.946777 3.278111 1.958463 -0.523 -0.091 -0.135 -1.00
N -0.293315 2.935760 1.473259 -0.264 0.597 0.022 0.32
C -1.191184 3.842784 1.499915 0.180 -0.250 0.167 -0.73
C -2.591812 3.519717 1.168272 0.114 0.084 0.051 0.86
C -3.597463 4.438181 1.482651 0.019 -0.043 -0.060 -0.97
C -4.916689 4.108612 1.224202 0.092 0.023 0.031 -0.25
C -5.192729 2.868360 0.676146 -0.067 -0.110 -0.059 -0.85
C -4.129884 2.017028 0.390195 -0.037 0.107 0.024 -0.19
N -2.859836 2.334026 0.610492 -0.006 -0.078 0.045 0.11
H 3.161477 1.396858 -0.120502 0.495 -0.137 0.225 0.45
H 6.294591 1.164736 1.491266 0.019 -0.008 -0.005 0.41
H 6.684181 2.303050 3.661548 0.022 0.007 0.001 0.37
H 4.865594 3.636146 4.699913 -0.001 0.004 0.006 0.39
H 2.660444 3.772911 3.558289 0.012 -0.001 -0.012 0.44
H -0.957709 4.854797 1.840424 -0.036 0.003 -0.003 0.30
H -3.333675 5.387162 1.931937 0.010 0.009 -0.006 0.38
H -5.713362 4.804250 1.459278 -0.004 -0.006 -0.005 0.39
H -6.206527 2.553357 0.466680 -0.004 0.008 0.005 0.42
H -4.309635 1.034805 -0.030933 0.012 -0.094 -0.089 0.55
O -1.430370 -1.071677 -4.737730 -0.019 -0.004 -0.102 -0.74
C -0.639062 -0.353374 -4.106547 -0.062 -0.209 -0.502 0.01
O -0.901161 0.598368 -3.332482 -0.395 0.436 -1.757 -0.88
C 0.845046 -0.664268 -4.281904 -0.286 0.115 -0.333 0.61
C 1.465724 -0.379503 -5.497379 0.170 -0.095 0.047 -0.65
C 2.813891 -0.653414 -5.631805 -0.058 0.027 -0.015 -0.31
C 3.490175 -1.221409 -4.559764 -0.016 -0.019 0.074 -0.96
C 2.777592 -1.480171 -3.400293 0.165 -0.078 0.059 0.00
N 1.485767 -1.202582 -3.250268 -0.060 0.083 0.044 0.06
H 0.884720 0.044642 -6.304009 -0.014 0.005 -0.021 0.41
H 3.335204 -0.429996 -6.555352 -0.008 -0.001 -0.001 0.40
H 4.546036 -1.451595 -4.611604 -0.002 -0.005 -0.013 0.38
H 3.258102 -1.930614 -2.537416 0.020 0.012 -0.003 0.44
C -4.018981 0.161916 -3.382025 -0.117 -0.101 -0.077 -1.00
S -3.805536 -1.417139 -2.562025 -0.218 -0.046 0.041 0.83
C -5.241478 -2.256349 -3.299973 0.239 0.075 -0.013 -1.16
O -4.188807 -1.182375 -1.127891 -0.013 0.008 0.023 -0.75
H -4.005952 0.004529 -4.457950 0.031 -0.030 -0.048 0.42
H -3.156023 0.773679 -3.129011 0.015 -0.008 0.045 0.19
H -4.961242 0.590766 -3.037515 0.006 -0.004 0.017 0.46
H -5.053155 -2.422933 -4.360331 0.026 0.030 -0.005 0.35
H -6.143719 -1.664964 -3.151571 0.025 0.098 0.045 0.30
H -5.343641 -3.214019 -2.792726 0.051 0.011 0.026 0.35
```
Positions in Å, forces in eV/Å.

=====

(2)
# C59H68AsBrN3O5P2S2Ti

C59H68AsBrN3O5P2S2Ti as an isolated structure at a distorted geometry (ωB97M-V with the def2-TZVPD basis set, the Open Molecules 2025 dataset).

Computed properties:
HOMO level (alpha / beta)	-3.45 / -4.20	eV
spin multiplicity	3
energy above the lowest of the compared OMol25 structures with the same formula, charge and spin	0.122	eV
expectation value of S²	2.0051
DFT total energy	-9968.0631	a.u.
HOMO-LUMO gap (alpha / beta)	5.7 / 6.4	eV
total charge	-1
LUMO energy (alpha / beta)	0.0811 / 0.0811	Eh

```
142
Properties=species:S:1:pos:R:3:forces:R:3:mulliken_charge:R:1
Ti 0.268943 0.371110 0.266228 1.580 0.568 -0.533 1.63
C 0.932091 -1.119770 -3.832605 -0.077 0.103 0.069 -1.61
C 1.385853 0.333671 -3.687307 -0.006 0.015 0.268 1.81
C 2.308970 0.731314 -4.836554 -0.079 -0.011 0.122 -1.91
P 1.931351 0.619033 -1.898716 0.742 0.188 -0.609 1.64
C 3.167147 2.051017 -2.027850 -0.070 -0.190 0.196 0.85
C 3.457654 2.525410 -0.602952 -0.103 0.089 -0.080 -0.79
C 4.517993 1.833787 -2.714514 -0.118 0.100 -0.135 -2.01
C 2.965536 -0.839780 -1.599100 -0.087 -0.022 0.125 -0.50
C 4.060743 -1.181502 -2.397098 0.017 -0.132 0.097 -0.49
C 4.846446 -2.293991 -2.162043 0.063 0.009 -0.204 0.80
C 6.024855 -2.623467 -3.042307 -0.038 0.017 0.124 -1.72
C 4.507154 -3.088353 -1.066659 -0.045 0.110 0.017 -1.23
C 3.402435 -2.811559 -0.296046 0.053 -0.035 0.103 -0.25
C 2.551471 -1.704291 -0.558195 0.152 0.070 -0.151 -1.32
N 1.416711 -1.442005 0.170331 0.190 -0.619 -0.326 1.14
C 1.008647 -2.508025 0.992760 0.210 -0.273 0.243 -1.24
C 0.715728 -3.784210 0.512420 -0.128 0.106 -0.046 0.53
C 0.476630 -4.828740 1.393633 -0.071 -0.088 0.060 -1.30
C 0.486807 -4.624619 2.766903 -0.056 -0.016 0.057 0.61
C 0.328303 -5.763637 3.740321 -0.073 0.101 -0.048 -1.91
C 0.671069 -3.324914 3.237781 0.063 0.011 -0.056 -0.12
C 0.948308 -2.278663 2.374196 -0.128 0.042 -0.140 -0.55
P 1.170618 -0.499037 2.719658 0.728 -0.665 0.422 1.89
C 0.636235 -0.410975 4.515507 -0.060 0.288 -0.202 0.89
C 0.175072 1.014891 4.822147 -0.070 -0.126 0.000 -1.24
C 1.602811 -0.891877 5.595475 -0.102 -0.094 -0.091 -1.98
C 3.061462 -0.422656 2.680924 -0.110 0.129 0.138 1.56
C 3.619961 0.896145 3.220750 -0.073 -0.038 -0.085 -1.28
C 3.827134 -1.611538 3.264998 -0.033 0.047 -0.091 -1.79
H 0.384374 -1.260474 -4.768958 -0.015 0.015 -0.036 0.55
H 0.277227 -1.404312 -3.007545 0.096 -0.075 -0.042 -0.05
H 1.789024 -1.793714 -3.830993 0.004 -0.029 -0.019 0.33
H 0.507387 0.964409 -3.771310 0.555 -0.233 0.131 -1.26
H 3.210632 0.120815 -4.870817 0.028 0.033 -0.048 0.30
H 2.583387 1.785108 -4.785300 0.065 -0.020 -0.041 0.36
H 1.777534 0.574272 -5.780141 -0.014 -0.013 -0.024 0.51
H 2.617545 2.839374 -2.557513 -0.012 -0.014 0.009 0.71
H 2.608336 3.057537 -0.191797 -0.050 -0.015 0.147 -0.48
H 4.320795 3.196613 -0.585552 0.025 -0.036 -0.027 0.62
H 3.672281 1.672596 0.049546 0.050 0.045 0.042 0.09
H 5.104936 1.092261 -2.173957 0.040 0.066 0.003 0.39
H 5.065263 2.779808 -2.681970 0.013 0.003 -0.005 0.53
H 4.442453 1.537778 -3.758605 0.083 -0.048 0.052 0.34
H 4.308879 -0.559561 -3.244564 -0.010 -0.035 0.015 0.13
H 6.022843 -1.997849 -3.935627 0.024 -0.023 -0.025 0.37
H 6.006189 -3.669297 -3.356007 0.020 0.008 -0.037 0.37
H 6.971184 -2.454463 -2.520595 0.017 -0.014 -0.027 0.32
H 5.128196 -3.943076 -0.816694 -0.032 -0.032 0.019 0.38
H 3.176380 -3.461734 0.536845 0.030 -0.012 -0.008 0.44
H 0.721356 -3.973825 -0.556508 0.058 0.045 -0.005 0.70
H 0.276904 -5.821216 1.003125 0.002 -0.005 0.007 0.22
H 0.102688 -6.693539 3.219200 -0.030 -0.019 0.029 0.38
H -0.475474 -5.564748 4.453738 -0.008 -0.047 -0.022 0.36
H 1.246500 -5.903749 4.315631 0.000 -0.047 0.003 0.38
H 0.628452 -3.155395 4.308692 0.000 0.013 -0.003 0.38
H -0.246709 -1.061397 4.521661 -0.007 0.015 -0.022 0.40
H 1.028023 1.695046 4.852980 -0.014 0.047 -0.028 0.27
H -0.339998 1.061257 5.787271 0.038 -0.004 0.023 0.51
H -0.502775 1.374200 4.050170 0.028 0.110 0.007 -0.01
H 2.466428 -0.231136 5.668731 0.017 -0.034 -0.006 0.33
H 1.958042 -1.904716 5.411130 0.047 0.018 0.058 0.31
H 1.097289 -0.876433 6.566057 0.004 -0.013 0.009 0.42
H 3.230033 -0.426638 1.600296 -0.020 -0.011 -0.004 -0.82
H 3.542463 0.948690 4.309109 -0.001 0.027 -0.005 0.23
H 3.091359 1.747064 2.795497 0.038 0.079 0.056 0.28
H 4.679851 0.980251 2.962540 0.007 -0.012 0.016 0.41
H 3.905987 -1.546786 4.350854 -0.001 -0.015 -0.008 0.33
H 4.842684 -1.616013 2.858863 0.013 -0.003 0.018 0.42
H 3.358373 -2.559484 3.004129 0.062 -0.048 0.028 0.27
S 0.937315 2.564729 1.568785 0.344 0.502 0.100 -0.01
C -0.467107 3.492653 2.043262 0.113 -0.001 -0.250 -0.11
C -0.597973 3.987353 3.346020 -0.057 0.083 -0.029 -1.13
C -1.731036 4.686106 3.729659 0.003 -0.025 0.061 -0.79
C -2.753652 4.910276 2.819573 -0.043 0.066 -0.030 -1.03
C -2.601326 4.488822 1.503931 -0.007 0.005 -0.056 -0.71
C -1.460181 3.808495 1.099494 -0.002 -0.157 0.308 0.00
As -1.132694 3.158460 -0.719180 -0.445 0.927 -0.294 2.27
C -2.999836 3.440319 -1.313883 0.001 0.027 -0.105 -0.20
C -3.540323 4.644936 -1.762619 0.065 -0.005 -0.044 -0.56
C -4.879476 4.734782 -2.119288 -0.039 0.020 -0.020 -0.73
C -5.705736 3.623282 -2.029001 -0.035 -0.010 0.032 -0.64
C -5.187297 2.425386 -1.560230 -0.014 -0.026 0.035 -1.02
C -3.850895 2.343534 -1.195854 0.121 -0.047 -0.194 -0.34
C -0.330203 4.839878 -1.407563 0.304 -0.265 -0.059 0.50
C 0.672072 5.437898 -0.640874 -0.110 0.000 0.125 -0.66
C 1.417965 6.496442 -1.136640 -0.010 0.052 -0.063 -0.71
C 1.184074 6.976610 -2.417789 0.036 0.017 -0.018 -0.55
C 0.202269 6.385904 -3.198546 0.004 0.032 -0.028 -0.85
C -0.539377 5.323951 -2.699747 -0.072 -0.202 0.063 -0.38
H 0.209683 3.823666 4.046945 -0.021 -0.074 0.033 0.47
H -1.820682 5.050440 4.747060 0.010 -0.015 0.002 0.36
H -3.657406 5.426779 3.119541 0.021 0.027 -0.003 0.40
H -3.389461 4.701988 0.793993 -0.012 -0.012 -0.009 0.33
H -2.918527 5.529475 -1.823484 -0.020 -0.007 0.016 0.50
H -5.282398 5.680110 -2.463843 0.019 0.005 0.002 0.39
H -6.750723 3.694942 -2.305003 0.008 0.003 -0.029 0.36
H -5.813174 1.545148 -1.472469 -0.022 0.031 0.016 0.52
H -3.470171 1.410767 -0.810249 0.033 -0.177 0.001 0.15
H 0.873557 5.060041 0.355151 0.024 0.007 -0.019 0.21
H 2.189897 6.944684 -0.522942 -0.005 -0.015 0.016 0.44
H 1.769150 7.799437 -2.810133 -0.004 0.007 0.010 0.38
H 0.013910 6.746983 -4.202806 -0.002 0.005 0.005 0.40
H -1.301187 4.875115 -3.326877 0.018 -0.043 -0.039 0.43
C -1.485783 1.419214 -4.185591 -0.236 0.370 0.080 -2.23
O -1.425529 0.611611 -3.024522 -0.171 0.212 0.090 2.13
C -2.305963 -0.411849 -2.975161 0.032 0.099 -0.161 0.01
C -3.285041 -0.579935 -3.940721 -0.078 -0.158 0.214 -0.12
C -4.107619 -1.687496 -3.853421 -0.195 0.087 -0.296 -0.77
Br -5.473926 -1.902289 -5.160795 0.036 -0.022 0.014 -0.24
C -3.977499 -2.608884 -2.856327 0.015 -0.128 0.353 -1.30
C -3.005776 -2.440352 -1.857463 0.085 0.887 -0.557 1.20
C -2.155420 -1.321309 -1.921492 0.033 -0.722 0.364 -0.01
O -1.088855 -1.126383 -1.052448 -0.979 -0.367 -0.528 1.18
C -3.008640 -3.492575 -0.844328 0.115 -0.666 0.791 0.38
N -3.347632 -4.730183 -1.136597 0.135 0.153 -0.442 -0.92
C -3.336552 -5.411205 0.051884 0.094 0.097 0.356 0.22
C -3.573729 -6.759055 0.323345 -0.005 -0.004 0.114 -0.85
C -3.503757 -7.170224 1.641535 -0.080 -0.149 -0.199 -0.53
C -3.245319 -6.266993 2.680091 0.072 0.205 0.129 -0.56
C -2.989583 -4.931121 2.428464 0.067 -0.061 0.117 -0.85
C -3.004795 -4.530900 1.099872 0.019 -0.195 -0.301 0.80
N -2.759062 -3.326432 0.495253 -0.277 0.124 -0.308 0.78
H -1.330687 0.822489 -5.090386 0.052 0.011 0.030 0.55
H -0.684212 2.148427 -4.085050 -0.227 0.131 -0.054 0.46
H -2.438280 1.949260 -4.259761 -0.038 0.008 0.084 0.36
H -3.419291 0.127778 -4.741924 0.011 -0.017 0.030 0.68
H -4.621570 -3.472142 -2.788288 0.001 0.008 -0.046 0.60
H -1.027640 -1.905359 -0.475473 0.256 -0.021 0.060 -0.99
H -3.806907 -7.452975 -0.473309 0.028 0.013 -0.028 0.49
H -3.655433 -8.216188 1.879087 -0.066 0.020 0.018 0.37
H -3.242718 -6.624872 3.702143 0.037 0.000 0.001 0.44
H -2.779260 -4.224440 3.219811 0.064 -0.022 0.053 0.46
H -2.586836 -2.454691 0.992494 0.111 -0.110 -0.086 -0.62
C -3.066617 0.604362 3.033085 0.239 0.029 -0.348 -1.36
S -2.395840 -0.074666 1.509133 -0.856 0.404 0.846 1.96
O -3.521590 -0.430721 0.675053 -0.193 0.115 -0.224 -0.83
O -1.582764 -1.226642 1.884374 -0.155 -0.271 0.150 -0.69
O -1.536911 0.982836 0.934139 -1.546 -0.205 0.624 -0.70
H -4.140259 0.441589 3.024251 -0.007 -0.012 0.002 0.51
H -2.834568 1.668015 3.073055 -0.016 0.018 0.006 0.08
H -2.597645 0.074619 3.857898 0.001 0.057 0.042 0.37
```
Positions in Å, forces in eV/Å.

=====

(3)
# C10H10N2O3

An isolated molecule of C10H10N2O3 at a distorted geometry (ωB97M-V with the def2-TZVPD basis set, the Open Molecules 2025 dataset).

Computed properties:
HOMO level (alpha / beta)	-5.79 / -9.63	eV
spin multiplicity	3
energy above the lowest of the compared OMol25 structures with the same formula, charge and spin	0.185	eV
expectation value of S²	2.0219
DFT total energy	-722.1525	a.u.
HOMO-LUMO gap (alpha / beta)	6.5 / 6.5	eV
LUMO energy (alpha / beta)	0.0256 / -0.1151	Eh

```
25
Properties=species:S:1:pos:R:3:forces:R:3:mulliken_charge:R:1
C -1.292354 2.380142 -0.233448 -2.207 -1.947 0.787 -1.21
C -3.475094 1.045168 -0.067900 -6.039 0.318 0.532 -0.48
C -0.016053 1.974554 -0.217208 3.216 -0.006 -0.764 -0.74
C -2.128786 1.154608 -0.177737 6.511 5.128 -0.954 0.98
C -4.097778 -0.247677 0.031464 1.498 0.697 -0.548 0.30
C -1.817187 -1.186014 -0.203306 2.537 0.777 0.251 0.39
C 1.927759 -1.043179 0.288552 1.216 -0.138 -0.460 -0.47
C 0.877374 -0.142972 0.931832 2.759 2.445 -1.841 -1.13
C 1.591202 -1.084766 -1.188423 -3.188 -2.575 -0.663 -0.40
C 0.125584 0.481618 -0.328580 1.121 0.965 1.445 1.23
N -3.171454 -1.279935 -0.034041 2.172 -0.744 -0.262 -0.04
N -1.268786 0.100255 -0.327972 -2.387 -1.502 -0.056 -0.05
O -5.260698 -0.504451 0.092954 -2.426 -0.097 0.275 -0.58
O -1.056939 -2.138066 -0.198446 -0.989 -0.181 -0.059 -0.63
O 0.897452 0.125757 -1.463746 -1.494 0.511 1.257 -0.50
H -1.518484 3.430646 -0.170053 -0.800 -0.086 -0.003 0.39
H -4.149958 1.962927 -0.036856 1.104 -1.510 -0.091 0.37
H 0.925700 2.588082 -0.244863 -1.310 -0.654 0.043 0.37
H 3.000509 -0.750117 0.217435 -0.730 0.518 1.340 0.31
H 1.819260 -1.899863 0.920676 0.511 -1.443 -0.667 0.27
H 0.305379 -0.508711 1.710824 -1.691 -1.591 0.841 0.54
H 1.507418 0.544967 1.523604 -0.634 0.881 -0.705 0.31
H 2.308901 -0.979668 -1.986559 1.034 -1.014 0.398 0.41
H 0.848538 -2.007134 -1.329026 1.717 1.872 -0.325 0.12
H -3.330449 -2.256356 -0.139681 -1.502 -0.623 0.227 0.22
```
Positions in Å, forces in eV/Å.